This record from OMol25 describes a molecular structure, C12H35AsF6O5. The level of theory is wB97M-V/def2-TZVPD.

Geometry as XYZ:
```
59
Properties=species:S:1:pos:R:3
O 0.40531 0.87079 -0.53532
H 0.65254 0.50185 0.31577
H 0.47859 0.18967 -1.20785
H -0.43837 1.30994 -0.40512
As 2.67739 4.12728 -0.75133
F 2.74170 2.32446 -0.55063
F 4.15238 4.03147 -1.80023
F 2.79121 5.90617 -0.85523
F 1.25552 4.22947 0.29038
F 3.72202 4.06582 0.74815
F 1.67620 3.92774 -2.24574
C 3.04866 0.04868 1.80387
C 1.80498 -0.46930 2.45395
C 1.69580 -0.11156 3.98737
O 0.66226 -0.17120 1.77422
H 3.05211 1.13345 1.69733
H 3.12672 -0.33408 0.78627
H 3.98567 -0.30249 2.23606
H 1.90120 -1.54292 2.29212
H 0.69394 -0.40563 4.30027
H 1.82489 0.91295 4.33638
H 2.43290 -0.70967 4.52313
H -0.08209 -0.53233 2.26118
C -2.52820 3.84118 -2.28447
C -2.88794 2.50143 -1.54398
C -2.80661 1.30794 -2.46700
O -1.87236 2.31285 -0.52550
H -2.86211 4.73685 -1.76067
H -2.80922 3.76067 -3.33454
H -1.44632 3.90666 -2.16892
H -3.92788 2.74300 -1.32425
H -3.03117 0.32151 -2.06125
H -1.92020 1.33189 -3.10087
H -3.65938 1.54207 -3.10423
H -1.86337 3.10350 0.01890
C 0.43852 -3.36259 -1.44877
C 1.34101 -2.19791 -1.57036
C 2.63767 -2.49796 -2.26629
O 0.83001 -1.11647 -2.20080
H 0.40189 -3.81629 -2.43918
H -0.51023 -3.13308 -0.96371
H 0.87584 -4.12199 -0.80057
H 1.57870 -1.97609 -0.52998
H 2.54833 -2.64509 -3.34261
H 3.01223 -3.43585 -1.85621
H 3.36411 -1.70339 -2.09590
H 0.31104 -1.33317 -2.97882
C -2.59461 -1.54759 0.56354
C -2.62638 -2.10472 2.08011
C -2.47272 -3.61117 2.22328
O -1.56574 -1.51293 2.73527
H -3.51191 -1.85857 0.06359
H -1.84555 -2.07117 -0.03049
H -2.44966 -0.47667 0.42136
H -3.53999 -1.73329 2.54428
H -1.46802 -3.99725 2.05115
H -3.11546 -4.02020 1.44374
H -2.92085 -4.07665 3.10112
H -1.36471 -2.05998 3.49811
```

The molecular weight is 448.317 g/mol. As for the energy relative to the best compared isomer or geometry (same formula, charge and spin): 2.383 eV. The calculation puts the total energy at -3689.3976 hartree. The value obtained for the HOMO energy is -10.8937 eV. As for the multiplicity: 1. The charge is 0. The HOMO-LUMO gap comes out at 10.84 eV.

---

This record from OMol25 describes a molecular structure, C12H36AsF6O8V. The level of theory is wB97M-V/def2-TZVPD.

Geometry as XYZ:
```
64
Properties=species:S:1:pos:R:3
O 11.04587 9.02457 11.32804
V 12.01308 9.28181 10.06537
O 11.03751 9.73448 8.86246
As 14.74248 8.61322 12.69047
F 16.05460 9.65762 12.20881
F 15.59656 8.21287 14.25312
F 13.39403 7.55303 13.14560
F 13.90225 8.98068 11.12627
F 15.53228 7.25948 11.89994
F 13.92872 9.98079 13.39754
C 9.13240 6.44522 9.26420
O 10.42637 6.04693 8.83408
H 8.28163 5.74686 9.02791
H 9.09014 6.64507 10.33787
H 8.82179 7.37472 8.82715
H 10.50935 5.13227 9.11331
C 13.55733 6.59830 9.63383
O 12.45276 7.43824 9.24387
H 13.54403 5.84211 8.86250
H 14.43178 7.22349 9.52761
H 13.47536 6.15287 10.62026
H 11.70857 6.83000 9.12250
C 13.78948 10.09140 7.40804
O 13.86935 9.76106 8.76497
H 13.79906 11.18828 7.25225
H 14.64548 9.59922 6.93180
H 12.89798 9.68028 6.94427
H 14.76488 9.79486 9.09536
C 6.31165 10.29375 6.65065
C 7.43748 10.22512 5.61050
C 8.77423 10.69786 6.13217
O 7.54532 8.89262 5.13096
H 6.05521 11.27006 7.06284
H 6.55824 9.60507 7.45055
H 5.42739 9.85781 6.18218
H 7.13095 10.90469 4.78214
H 8.62459 11.70932 6.49967
H 9.55599 10.63841 5.38251
H 9.04253 10.15438 7.04577
H 6.76576 8.65420 4.59622
C 7.90142 11.77919 12.43583
C 8.26769 10.81568 11.29863
C 8.08302 9.39528 11.75470
O 7.41426 11.08017 10.19679
H 8.67762 11.79740 13.20045
H 6.91029 11.60492 12.85039
H 7.81519 12.78744 11.99284
H 9.31898 10.94349 10.96676
H 8.47992 8.71077 11.02269
H 7.02756 9.11962 11.82625
H 8.57237 9.24664 12.70422
H 7.67252 11.90260 9.76535
C 14.00724 12.51650 11.81148
C 12.55162 12.00627 11.70063
C 11.45528 12.97738 11.60370
O 12.49219 11.20766 10.43278
H 14.09177 13.14353 12.70770
H 14.34607 13.04090 10.90340
H 14.68227 11.69199 12.00828
H 12.33787 11.32360 12.52665
H 10.53445 12.39076 11.41166
H 11.62098 13.68895 10.78090
H 11.24040 13.51610 12.52430
H 12.06802 11.74420 9.75184
```

The molecular weight is 548.266 g/mol. The calculation puts the total energy at -4859.8236 hartree. The value obtained for the HOMO energy is -10.1337 eV. As for the multiplicity: 1. The charge is 0. The HOMO-LUMO gap comes out at 9.73 eV.